CH2NO2P in the gas phase at a distorted geometry. Source: the OMol25 dataset; level of theory: ωB97M-V/def2-TZVPD.

## Properties
Total charge: 0
Energy: -15941.7704 eV
Strongest force on any atom: 6.7 eV Å⁻¹
ΔE to the lowest compared entry with this formula, charge and spin: 171.1 kJ/mol
Frontier orbital gap: 10.09 eV

Last columns: bonded neighbours and bond lengths (Å).
CARTESIAN COORDINATES (ANGSTROEM)
1 C -1.2415 0.6257 0.0055  N2 1.592, O3 1.165, H6 1.171
2 N -0.3696 -0.7015 0.1123  C1 1.592, P5 1.579
3 O -1.1056 1.6055 0.6203  C1 1.165
4 O 2.0070 0.4323 -0.5097  P5 1.479
5 P 1.2077 -0.6815 0.0456  N2 1.579, O4 1.479, H7 1.295
6 H -2.1623 0.5471 -0.7139  C1 1.171
7 H 1.6644 -1.8277 0.4399  P5 1.295

These are the Mulliken partial charges, in e, on atoms 1 to 5:
1 C 0.131
2 N -0.366
3 O -0.341
4 O -0.506
5 P 0.649